Computed, not measured: a structure of composition C29H48BrN3P2STi in a non-equilibrium geometry, with ωB97M-V with the def2-TZVPD basis set.

Cartesian coordinates (Å):
N  -4.46  4.45  -2.28
C  -3.78  5.03  -1.30
C  -2.39  4.86  -1.13
C  -1.71  4.01  -2.01
C  -2.45  3.40  -3.03
C  -3.82  3.65  -3.14
C  -0.25  3.66  -1.88
Ti  1.00  3.00  -0.56
P  3.71  1.42  -0.45
C  0.25  2.27  -2.17
C  -0.36  1.00  -1.74
C  -0.04  -0.18  -2.47
C  -0.20  -1.44  -1.98
C  -0.73  -1.69  -0.61
C  -1.52  -0.50  -0.17
C  -1.26  0.77  -0.67
Br  0.79  -1.86  0.61
H  0.46  4.49  -2.16
H  0.93  2.16  -3.03
H  -1.88  5.35  -0.30
H  -1.97  2.72  -3.74
H  -4.35  5.66  -0.61
H  -4.41  3.17  -3.94
H  0.45  -0.04  -3.43
H  -1.81  1.62  -0.26
H  0.18  -2.28  -2.56
H  -2.26  -0.64  0.60
P  -1.54  -3.40  -0.47
C  3.00  3.05  -0.08
C  3.69  4.28  0.61
H  2.24  2.68  0.74
H  2.62  3.43  -1.14
H  2.89  5.03  0.73
H  4.08  4.00  1.60
H  4.48  4.72  -0.02
C  2.85  0.21  -1.55
C  3.62  -1.09  -1.86
H  2.62  0.75  -2.49
H  1.90  -0.04  -1.06
H  3.07  -1.68  -2.60
H  4.61  -0.86  -2.29
H  3.75  -1.72  -0.98
C  3.61  0.42  1.13
C  4.83  -0.45  1.46
H  2.72  -0.22  1.04
H  3.43  1.13  1.95
H  4.57  -1.25  2.17
H  5.25  -0.94  0.57
H  5.62  0.14  1.92
C  -1.74  -3.89  1.26
C  -1.95  -5.39  1.52
H  -2.58  -3.31  1.65
H  -0.84  -3.55  1.80
H  -2.90  -5.75  1.09
H  -1.13  -5.99  1.13
H  -2.00  -5.55  2.60
C  -0.38  -4.47  -1.34
C  -0.72  -4.72  -2.81
H  -0.35  -5.41  -0.77
H  0.62  -4.02  -1.25
H  -1.60  -5.38  -2.89
H  -0.93  -3.80  -3.37
H  0.12  -5.23  -3.29
C  -3.14  -3.27  -1.27
C  -4.34  -3.02  -0.35
H  -3.26  -4.21  -1.83
H  -3.06  -2.46  -2.01
H  -5.26  -3.13  -0.93
H  -4.37  -3.73  0.48
H  -4.33  -2.00  0.06
S  -0.17  3.45  1.44
C  0.03  2.10  2.58
N  -0.97  1.25  2.81
C  -0.91  0.16  3.78
C  0.07  0.52  4.87
C  1.40  0.94  4.28
N  1.18  1.94  3.24
H  -1.79  1.34  2.20
H  -0.59  -0.76  3.27
H  -1.91  0.00  4.19
H  0.22  -0.33  5.55
H  -0.33  1.35  5.47
H  1.91  0.08  3.83
H  2.06  1.37  5.03
H  1.92  2.61  3.00

## Properties
E_HOMO	-18.6	eV
total charge	+4
LUMO level	-14.44	eV
gap between HOMO and LUMO	4.21	eV
energy above the lowest of the compared OMol25 structures with the same formula, charge and spin	24.4	kcal per mole

=====

Computed, not measured: a cluster of 8 separate species, C29H48F9N5O10 in total in a non-equilibrium geometry, with ωB97M-V with the def2-TZVPD basis set.

Cartesian coordinates (Å):
C  -1.22  -4.60  1.08
O  -0.43  -4.98  2.00
N  -0.82  -4.47  -0.20
C  -1.74  -3.94  -1.20
C  0.45  -4.89  -0.70
H  -2.28  -4.32  1.23
H  -1.47  -3.02  -1.72
H  -2.69  -3.66  -0.73
H  -2.03  -4.70  -1.93
H  1.16  -5.37  -0.02
H  0.35  -5.43  -1.65
H  0.90  -3.94  -1.00
C  -3.18  -0.62  -2.55
O  -2.96  -1.63  -3.18
N  -2.42  0.50  -2.70
C  -2.72  1.69  -1.85
C  -1.31  0.57  -3.65
H  -4.03  -0.49  -1.86
H  -3.63  1.51  -1.28
H  -2.90  2.62  -2.39
H  -1.93  1.90  -1.14
H  -1.13  -0.29  -4.29
H  -1.52  1.40  -4.33
H  -0.43  0.85  -3.07
C  1.60  -3.33  4.33
O  1.92  -3.94  5.37
N  1.97  -2.03  4.04
C  1.67  -1.40  2.78
C  2.90  -1.25  4.91
H  1.12  -3.81  3.46
H  1.12  -1.93  2.00
H  2.58  -1.06  2.29
H  1.12  -0.49  3.00
H  2.56  -0.22  4.90
H  3.07  -1.66  5.90
H  3.87  -1.26  4.41
C  3.63  4.54  -1.96
O  4.17  3.68  -2.66
N  3.79  4.62  -0.65
C  3.19  5.67  0.16
C  4.54  3.58  0.07
H  2.90  5.26  -2.35
H  4.07  6.15  0.61
H  2.58  5.23  0.94
H  2.65  6.35  -0.51
H  5.31  4.09  0.64
H  3.89  2.96  0.69
H  5.05  2.96  -0.67
C  1.60  -3.23  -5.12
C  3.12  -3.08  -4.92
O  3.42  -2.60  -3.59
C  3.39  -3.44  -2.44
O  2.97  -4.57  -2.37
C  3.93  -2.80  -1.14
F  4.33  -1.51  -1.40
F  3.01  -2.83  -0.19
F  5.01  -3.51  -0.76
H  0.94  -2.50  -4.65
H  1.34  -4.20  -4.70
H  1.48  -3.30  -6.20
H  3.50  -2.33  -5.62
H  3.78  -3.93  -5.09
C  -2.93  7.67  -1.39
C  -1.99  7.81  -0.20
O  -2.13  6.74  0.72
C  -1.28  5.68  0.69
O  -0.52  5.55  -0.21
C  -1.56  4.61  1.78
F  -0.40  4.43  2.49
F  -2.56  4.94  2.62
F  -1.92  3.51  1.10
H  -3.89  7.20  -1.16
H  -2.64  6.91  -2.11
H  -3.06  8.59  -1.95
H  -2.20  8.71  0.38
H  -0.93  7.92  -0.45
C  -3.97  -5.02  3.27
C  -4.47  -3.72  3.92
O  -4.55  -2.65  3.03
C  -3.53  -1.71  3.03
O  -2.45  -1.78  3.64
C  -3.87  -0.51  2.09
F  -3.61  0.65  2.73
F  -3.20  -0.63  0.98
F  -5.19  -0.58  1.84
H  -4.32  -5.12  2.24
H  -4.34  -5.89  3.80
H  -2.88  -5.10  3.37
H  -3.95  -3.40  4.82
H  -5.52  -3.93  4.15
N  0.15  1.40  1.01
C  -0.29  0.15  0.82
C  0.29  -0.70  -0.15
C  1.35  -0.20  -0.90
C  1.67  1.14  -0.81
C  1.02  1.94  0.13
H  -1.05  -0.17  1.51
H  -0.02  -1.72  -0.32
H  1.97  -0.77  -1.58
H  2.46  1.51  -1.45
H  1.25  2.99  0.09

## Properties
E_HOMO	-8.5	eV
total charge	0
LUMO level	0.35	eV
gap between HOMO and LUMO	8.84	eV
SMILES	CCOC(=O)C(F)(F)F.CCOC(=O)C(F)(F)F.CCOC(=O)C(F)(F)F.CN(C)C=O.CN(C)C=O.CN(C)C=O.CN(C)C=O.c1ccncc1

=====

Computed, not measured: a structure of composition C29H48GdNOP3S in a non-equilibrium geometry, with ωB97M-V with the def2-TZVPD basis set.

Cartesian coordinates (Å):
Gd  -0.09  -0.25  -0.34
P  1.85  1.59  -1.28
P  -1.74  0.69  -2.48
P  1.43  -1.33  1.76
H  -1.46  -2.64  -1.95
C  -1.17  -2.66  -0.89
C  -1.92  -2.09  0.14
H  -2.87  -1.57  -0.02
C  2.78  0.77  -2.62
C  1.60  3.15  -2.17
C  3.30  1.97  -0.25
C  -3.39  -0.14  -2.50
C  -2.24  2.46  -2.50
C  -1.15  0.43  -4.19
C  0.76  -2.83  2.58
C  2.27  -0.44  3.11
C  2.88  -2.14  1.02
H  -0.35  -3.38  -0.73
H  -1.80  -2.35  1.19
H  3.60  1.40  -2.97
H  2.14  0.46  -3.46
H  3.19  -0.11  -2.12
H  2.60  3.53  -2.44
H  1.06  3.86  -1.54
H  1.00  2.96  -3.07
H  4.02  2.56  -0.85
H  3.77  1.05  0.11
H  2.98  2.54  0.63
H  -3.82  -0.12  -3.51
H  -4.05  0.40  -1.81
H  -3.28  -1.18  -2.17
H  -2.75  2.71  -3.44
H  -1.35  3.10  -2.39
H  -2.92  2.65  -1.66
H  -1.92  0.77  -4.90
H  -0.96  -0.64  -4.35
H  -0.23  1.00  -4.36
H  1.56  -3.48  2.94
H  0.13  -3.38  1.87
H  0.14  -2.51  3.43
H  3.03  -1.08  3.58
H  1.52  -0.15  3.86
H  2.76  0.45  2.72
H  3.44  -2.70  1.78
H  3.55  -1.43  0.53
H  2.50  -2.82  0.27
C  4.36  -3.37  -1.87
C  5.18  -3.38  -3.01
C  5.68  -4.63  -3.44
C  5.32  -5.82  -2.76
C  4.57  -5.75  -1.58
C  4.18  -4.51  -1.06
O  3.53  -2.29  -1.57
H  3.33  -1.74  -2.36
H  5.39  -2.44  -3.55
H  6.37  -4.67  -4.29
H  5.62  -6.82  -3.14
H  4.27  -6.65  -1.04
H  3.60  -4.42  -0.13
N  -1.17  1.01  1.02
S  -2.65  1.76  0.98
C  -3.65  0.85  2.10
C  -3.13  -0.12  2.95
C  -4.00  -0.80  3.81
C  -5.37  -0.55  3.82
C  -5.88  0.42  2.95
C  -5.05  1.12  2.07
C  -2.44  3.33  1.83
C  -3.04  3.56  3.08
C  -3.04  4.86  3.61
C  -2.40  5.91  2.93
C  -1.69  5.64  1.75
C  -1.69  4.35  1.20
H  -0.65  1.29  1.87
H  -2.07  -0.37  2.97
H  -3.63  -1.55  4.50
H  -6.05  -1.09  4.48
H  -6.95  0.65  2.94
H  -5.44  1.88  1.39
H  -3.56  2.75  3.60
H  -3.55  5.03  4.56
H  -2.42  6.92  3.35
H  -1.13  6.44  1.26
H  -1.16  4.14  0.26

## Properties
E_HOMO (spin up / spin down)	-14.5 / -14.5	eV
total charge	+3
2S+1	8
LUMO level (spin up / spin down)	-10.86 / -9.40	eV
gap between HOMO and LUMO (spin up / spin down)	3.62 / 5.08	eV
<S²>	15.957
energy above the lowest of the compared OMol25 structures with the same formula, charge and spin	24.9	kcal per mole